[1]
Molecular formula: C2H5N3S2
Method: DFT, ωB97M-V with the def2-TZVPD basis set

Atoms and positions in Å:
N (0.974, -0.371, -0.033)
S (2.508, 0.123, -0.134)
H (0.301, 2.235, -0.842)
H (-1.051, -1.625, -1.402)
N (0.542, -1.429, -0.491)
C (-0.809, -1.772, -0.343)
H (-0.231, 2.755, 0.577)
H (0.205, 0.619, 1.647)
S (-1.724, -0.364, 0.399)
C (0.077, 0.668, 0.571)
N (0.247, 2.016, 0.108)
H (-1.039, -2.856, -0.057)

Computed properties:
- ΔE to the lowest compared entry with this formula, charge and spin: 4.144 eV
- SMILES: N[C@H]1SCN=[N+]1[S-]
- Gap between HOMO and LUMO (spin up / spin down): 8.2 / 8.2 eV
- Energy: -1039.731084 a.u.
- HOMO (spin up / spin down): -8.41 / -8.41 eV

[2]
Molecular formula: C2H3N3O
Method: DFT, ωB97M-V with the def2-TZVPD basis set

Atoms and positions in Å:
O (1.958, -0.786, -0.268)
N (0.485, 1.689, -0.136)
N (0.569, -0.656, 0.342)
H (1.587, 1.284, -0.062)
C (-0.166, 0.677, 0.175)
N (-2.484, -0.592, -0.211)
C (-1.487, 0.012, 0.167)
H (-0.013, -1.333, -0.322)
H (2.687, -0.883, 0.518)

Computed properties:
- ΔE to the lowest compared entry with this formula, charge and spin: 5.109 eV
- SMILES: [H]/N=C(/C#N)NO
- Gap between HOMO and LUMO: 10.3 eV
- Energy: -317.344561 a.u.
- HOMO: -10.53 eV

[3]
Molecular formula: H12O6
Method: DFT, ωB97M-V with the def2-TZVPD basis set

Atoms and positions in Å:
O (0.801, -2.437, -0.181)
H (0.492, 0.379, 2.582)
H (-0.453, 0.871, -0.024)
O (1.712, -0.637, -2.684)
H (-0.715, -1.714, 2.979)
H (-1.641, -1.485, 1.788)
H (-2.318, 1.537, -2.146)
H (1.508, 0.103, -3.265)
H (0.948, 1.712, 3.170)
H (0.862, 0.652, 0.747)
O (-1.116, -1.016, 2.445)
O (-1.909, 2.381, -2.365)
H (-0.120, -2.659, -0.342)
H (1.408, -0.347, -1.811)
H (0.792, -1.502, 0.072)
O (1.196, 1.044, 2.522)
H (-1.932, 2.416, -3.327)
O (0.484, 0.703, -0.160)

Computed properties:
- ΔE to the lowest compared entry with this formula, charge and spin: 1.362 eV
- SMILES: O.O.O.O.O.O
- Gap between HOMO and LUMO: 10.6 eV
- Energy: -458.622410 a.u.
- HOMO: -10.60 eV

[4]
Molecular formula: C2H15NO4S
Method: DFT, ωB97M-V with the def2-TZVPD basis set

Atoms and positions in Å:
C (3.260, 4.656, -0.630)
O (-1.027, -4.416, -0.311)
H (-3.035, -6.477, 2.232)
C (2.227, 5.587, 0.003)
O (-3.058, -5.984, 0.418)
H (2.011, 5.228, 1.012)
H (2.858, 7.140, 1.087)
H (-1.680, -3.757, -0.635)
N (2.868, 7.000, 0.081)
H (-1.882, -2.304, -2.874)
H (4.022, 4.381, 0.104)
H (1.311, 5.596, -0.592)
H (2.763, 3.717, -0.916)
H (-3.284, -6.349, -0.446)
H (3.761, 5.086, -1.494)
H (-0.436, -3.919, 0.262)
H (-1.287, -1.951, -1.457)
O (-1.877, -2.556, -1.947)
H (-3.530, -5.486, 3.323)
S (-0.294, -0.470, -0.339)
H (-2.136, -5.682, 0.240)
O (-3.507, -6.406, 3.080)
H (1.951, 7.366, -0.200)

Computed properties:
- ΔE to the lowest compared entry with this formula, charge and spin: 5.167 eV
- Gap between HOMO and LUMO: 5.2 eV
- Energy: -838.906999 a.u.
- HOMO: -10.28 eV

[5]
Molecular formula: C27H28BrClCrN6O11
Method: DFT, ωB97M-V with the def2-TZVPD basis set

Atoms and positions in Å:
H (1.079, -0.879, 2.661)
H (-2.814, 2.562, 0.208)
H (0.398, -4.356, -1.064)
C (2.047, -1.135, 2.183)
C (0.534, 0.979, -4.600)
C (1.828, 1.134, -5.034)
C (-0.429, 0.757, -5.535)
N (2.155, 1.059, -6.344)
H (1.970, -4.217, -1.858)
O (-1.100, 0.480, -2.983)
C (1.779, -3.521, 1.453)
H (3.188, -4.058, 0.083)
H (2.059, -5.392, 0.389)
O (1.826, 2.252, 3.508)
H (0.807, -3.781, 1.862)
H (-6.642, -1.637, 1.528)
O (1.041, -0.427, -0.116)
C (-1.206, 3.660, -0.543)
H (-2.457, -2.117, 2.263)
C (0.190, 1.219, 6.072)
C (1.358, -1.617, -0.057)
C (0.889, 1.866, 2.786)
H (-4.425, -2.975, 1.317)
N (-1.275, 1.181, -0.265)
C (-4.567, 0.406, 3.200)
H (5.546, 1.618, -1.698)
H (4.439, 2.537, -2.814)
C (-3.396, -0.289, 3.011)
C (-5.712, -1.352, 2.013)
H (-1.435, 0.601, -5.215)
C (-4.531, -2.036, 1.848)
H (-0.102, -1.707, -2.698)
O (-1.787, 4.722, -0.402)
N (1.126, -2.468, -1.095)
O (0.896, 1.429, -2.352)
O (-0.220, 0.770, 7.120)
C (3.464, 1.464, -1.308)
C (-0.306, 1.197, 3.462)
H (-6.662, 0.481, 2.688)
C (1.387, -3.884, -1.003)
C (-5.739, -0.079, 2.616)
H (2.594, 1.383, -4.328)
H (2.444, -0.204, 1.807)
Cr (0.704, 1.690, -0.419)
H (-2.556, 2.251, -1.548)
C (4.645, 2.226, -1.762)
H (1.437, -0.868, -2.285)
C (-0.592, 1.014, 4.850)
Cl (-2.841, 0.019, 6.099)
H (1.475, 0.912, -8.286)
C (1.180, 0.877, -7.247)
H (2.702, -1.567, 2.950)
O (3.463, 0.249, -1.478)
H (-4.490, 1.415, 3.640)
Br (-1.589, 0.622, -8.133)
H (1.520, -2.417, -3.124)
H (-1.522, 0.435, -0.913)
N (1.869, -2.109, 1.109)
N (-2.228, 0.270, 3.561)
C (-2.050, 2.379, -0.566)
H (-1.566, 0.893, 0.678)
N (-1.291, 0.686, 2.711)
C (-1.852, 0.434, 4.841)
C (-0.158, 0.759, -6.885)
H (4.707, 3.198, -1.253)
C (0.982, -1.849, -2.391)
H (2.517, -3.747, 2.304)
C (-3.387, -1.510, 2.395)
C (2.181, -4.308, 0.242)
C (0.070, 0.937, -3.188)
O (0.775, 1.993, 1.549)
O (0.071, 3.436, -0.593)
O (2.593, 2.157, -0.639)
H (1.626, 2.101, 5.041)
O (1.367, 1.794, 5.976)

Computed properties:
- ΔE to the lowest compared entry with this formula, charge and spin: 1.229 eV
- Charge: -1
- Gap between HOMO and LUMO (spin up / spin down): 8.4 / 8.4 eV
- Energy: -6280.873798 a.u.
- HOMO (spin up / spin down): -6.43 / -6.46 eV
- 2S+1: 4

[6]
Molecular formula: C5H10O
Method: DFT, ωB97M-V with the def2-TZVPD basis set

Atoms and positions in Å:
H (1.877, -1.154, -1.066)
H (1.039, -1.088, 1.722)
C (-1.008, 1.335, 0.269)
C (-0.443, 0.000, 0.669)
C (1.807, -0.083, -1.334)
H (-1.262, -1.038, -1.022)
H (-0.669, 2.141, 0.928)
C (0.622, -0.115, 1.467)
C (-1.122, -1.194, 0.055)
H (2.489, 0.589, -0.778)
O (1.047, 0.322, -2.179)
H (1.097, 0.758, 1.911)
H (-2.117, -1.337, 0.495)
H (-0.548, -2.115, 0.202)
H (-0.690, 1.569, -0.756)
H (-2.104, 1.318, 0.270)

Computed properties:
- ΔE to the lowest compared entry with this formula, charge and spin: 1.464 eV
- SMILES: C=C(C)C.C=O
- Gap between HOMO and LUMO: 10.4 eV
- Energy: -271.698819 a.u.
- HOMO: -9.47 eV